C2H2Cl3NO | ωB97M-V/def2-TZVPD

Cartesian coordinates (Å):
C  2.0272  -0.1668  -0.4211
C  -1.5729  -0.3516  0.0460
N  2.3130  0.7972  0.1162
O  2.7361  1.6371  0.7927
Cl  -0.9848  0.9763  -0.9632
Cl  -2.8852  0.2433  1.1792
Cl  -2.2217  -1.7069  -0.8824
H  1.4486  -0.9364  -0.7304
H  -0.8603  -0.4923  0.8630

Forces on atoms 1 to 3 (eV/Å):
C 0.403 0.150 -0.586
C 4.064 -0.825 -3.203
N -0.061 -1.574 0.051

## Properties
LUMO energy (spin up / spin down) = 0.597 / -5.092 eV
multiplicity = 3
frontier orbital gap (spin up / spin down) = 0.23616 / 0.18372 Eh
HOMO (spin up / spin down) = -5.829 / -10.091 eV


C2H2Cl3P | ωB97M-V/def2-TZVPD

Cartesian coordinates (Å):
C  -1.3910  0.7303  0.1194
C  0.0428  -1.3468  -0.4059
P  0.7488  0.0154  0.4716
Cl  -0.0570  -1.0032  -2.0585
Cl  2.4496  -0.0736  -0.7168
Cl  1.4365  -1.0303  2.0220
H  -1.1872  1.6586  -0.4580
H  -2.0426  1.0496  1.0262

Forces on atoms 1 to 3 (eV/Å):
C 0.537 0.108 1.441
C -1.582 -0.236 -0.597
P -0.853 0.366 -0.869

## Properties
LUMO energy (spin up / spin down) = -1.818 / -1.817 eV
frontier orbital gap (spin up / spin down) = 0.26115 / 0.26121 Eh
HOMO (spin up / spin down) = -8.925 / -8.924 eV


C2H2Cl3P | ωB97M-V/def2-TZVPD

Cartesian coordinates (Å):
Cl  2.8426  0.1603  -0.2607
C  1.2307  0.5236  -0.0905
C  0.1439  -0.8052  0.0453
P  -1.4588  -0.3542  0.6967
Cl  -2.6931  -0.9191  -0.8166
Cl  -1.5195  1.6423  0.4210
H  0.8737  1.5218  -0.1967
H  0.5805  -1.7695  0.2014

Forces on atoms 1 to 3 (eV/Å):
Cl 0.755 0.121 -0.073
C -4.932 -7.049 0.446
C 4.245 7.261 -0.368

## Properties
LUMO energy (spin up / spin down) = -0.951 / -0.642 eV
frontier orbital gap (spin up / spin down) = 0.28662 / 0.29906 Eh
HOMO (spin up / spin down) = -8.750 / -8.780 eV
SMILES = Cl/C=C/P(Cl)Cl


C2H2Cl4 | ωB97M-V/def2-TZVPD

Cartesian coordinates (Å):
C  -1.5045  0.9515  0.0983
C  -1.0775  -2.1400  0.9916
Cl  0.1024  0.2627  -0.1623
Cl  -1.2938  2.7273  0.2953
Cl  -0.6274  -3.0015  2.3666
Cl  -0.6290  -3.0292  -0.3673
H  -1.9942  0.4814  0.9055
H  -2.0835  1.0791  -0.8282

Forces on atoms 1 to 3 (eV/Å):
C 0.629 1.970 -2.013
C -0.562 0.154 0.068
Cl -0.174 0.040 -0.161

## Properties
LUMO energy = -1.049 eV
frontier orbital gap = 0.31730 Eh
HOMO = -9.683 eV


C2H2ClF2I | ωB97M-V/def2-TZVPD

Cartesian coordinates (Å):
F  -0.5561  -1.6595  0.5101
C  0.1338  -0.5236  0.6498
C  -0.2143  0.3632  -0.5657
F  -1.5670  0.2360  -0.8441
Cl  0.6365  -0.3143  -1.9861
I  0.2767  2.3510  -0.1547
H  1.2257  -0.6152  0.7093
H  0.0647  0.1625  1.6815

Forces on atoms 1 to 3 (eV/Å):
F -0.003 -0.628 0.784
C 1.009 3.583 1.952
C -0.684 -1.360 -0.149

## Properties
LUMO energy = 0.027 eV
frontier orbital gap = 0.37863 Eh
HOMO = -10.276 eV
SMILES = FC[C@](F)(Cl)I


C2H2ClF2P | ωB97M-V/def2-TZVPD

Cartesian coordinates (Å):
F  -0.8110  -1.4422  0.0262
C  0.4132  -0.9734  -0.4565
F  0.3899  -1.1287  -1.8052
P  0.5670  1.0495  -0.0305
C  -0.5748  1.7673  1.0811
Cl  -1.0435  0.9998  2.4964
H  0.9929  -1.6473  0.0397
H  0.0663  1.3749  -1.3513

Forces on atoms 1 to 3 (eV/Å):
F -0.137 0.722 -0.439
C -3.228 2.422 -0.065
F 0.405 0.183 0.580

## Properties
LUMO energy = -1.241 eV
frontier orbital gap = 0.28361 Eh
HOMO = -8.959 eV
SMILES = FC(F)[PH]#CCl


C2H2ClN2O2 | ωB97M-V/def2-TZVPD

Cartesian coordinates (Å):
C  -0.5850  -0.7250  -0.4247
C  1.6819  -3.4166  0.0924
N  1.0997  0.9027  0.0724
N  0.2478  0.0389  -0.2065
O  1.2078  -2.3678  -0.0477
O  2.0635  -4.4584  0.2509
Cl  2.4411  1.0908  -1.1294
H  -1.3275  -1.3694  -0.6057
H  1.3675  1.1429  1.0150

Forces on atoms 1 to 3 (eV/Å):
C 3.525 3.817 0.816
C -1.096 1.585 -0.126
N 3.294 2.263 -1.764

## Properties
LUMO energy = -5.991 eV
net charge = +1
frontier orbital gap = 0.34741 Eh
HOMO = -15.444 eV


C2H2ClNO | ωB97M-V/def2-TZVPD

Cartesian coordinates (Å):
C  -0.3285  1.7260  -0.1993
C  0.2783  -1.7635  0.2218
N  -0.7093  0.6750  -0.6606
O  -0.0960  2.8044  0.1782
Cl  1.3134  -1.2466  1.3148
H  0.8231  -2.1555  -0.5980
H  -1.2811  -0.0398  -0.2569

Forces on atoms 1 to 3 (eV/Å):
C -1.653 -0.058 0.269
C -2.800 -0.430 -0.544
N 0.914 0.738 -0.462

## Properties
LUMO energy = -0.840 eV
frontier orbital gap = 0.30353 Eh
HOMO = -9.100 eV


C2H2ClNO | ωB97M-V/def2-TZVPD

Cartesian coordinates (Å):
C  -0.1912  1.0159  0.0559
C  -0.4258  -0.3041  0.3889
N  -0.2162  2.1384  -0.1848
O  -0.7004  -1.3253  -0.3721
Cl  2.2988  0.0005  -0.2339
H  -0.5238  -0.3846  1.5330
H  -0.2413  -1.1409  -1.1870

Forces on atoms 1 to 3 (eV/Å):
C -0.183 0.699 -1.307
C 1.280 -1.223 2.936
N -0.177 0.811 -0.035

## Properties
LUMO energy (spin up / spin down) = -2.635 / -3.069 eV
frontier orbital gap (spin up / spin down) = 0.26848 / 0.23899 Eh
HOMO (spin up / spin down) = -9.940 / -9.572 eV


C2H2ClNO3 | ωB97M-V/def2-TZVPD

Cartesian coordinates (Å):
C  -0.1677  1.3897  1.2498
C  -0.6454  0.3702  0.2008
N  -1.3789  -1.5862  1.1719
O  -0.6951  1.4054  2.3613
O  -2.5101  -1.5424  1.5452
O  0.6909  2.1261  0.6885
Cl  6.2871  -2.4864  -6.5352
H  -0.0744  -0.2163  -0.3332
H  -1.5063  0.5398  -0.3490

Forces on atoms 1 to 3 (eV/Å):
C 0.180 -0.302 -1.775
C -1.989 1.234 3.833
N -1.797 0.884 0.368

## Properties
LUMO energy (spin up / spin down) = 5.658 / 5.210 eV
net charge = -2
frontier orbital gap (spin up / spin down) = 0.27275 / 0.26673 Eh
HOMO (spin up / spin down) = -1.764 / -2.048 eV


C2H2ClNS2 | ωB97M-V/def2-TZVPD

Cartesian coordinates (Å):
C  0.8579  -0.0791  -0.1917
C  -0.0299  -0.7725  0.5497
N  2.2111  -1.6325  1.1610
S  2.5246  -0.5587  0.0308
S  0.6647  -1.9073  1.6294
Cl  3.5981  -0.8760  -2.2579
H  0.6037  0.7381  -0.8387
H  -1.1004  -0.7045  0.5180

Forces on atoms 1 to 3 (eV/Å):
C 0.576 -0.015 -0.070
C 0.274 -0.429 0.534
N 0.287 0.096 0.447

## Properties
LUMO energy (spin up / spin down) = -1.552 / -1.550 eV
frontier orbital gap (spin up / spin down) = 0.26110 / 0.26130 Eh
HOMO (spin up / spin down) = -8.657 / -8.661 eV


C2H2ClO2 | ωB97M-V/def2-TZVPD

Cartesian coordinates (Å):
C  -1.3746  0.1097  0.0269
C  1.9281  -0.0843  -0.0419
O  2.9704  -0.5374  0.0507
O  0.8847  0.3586  -0.1531
Cl  -2.1072  -1.3083  0.0371
H  -0.8977  0.6049  -0.7970
H  -1.4038  0.8568  0.8773

Forces on atoms 1 to 3 (eV/Å):
C -0.458 2.067 1.098
C 3.099 -1.335 0.234
O 0.608 -0.218 0.109

## Properties
LUMO energy = -7.860 eV
net charge = +1
frontier orbital gap = 0.36033 Eh
HOMO = -17.666 eV


Summary of relative energy (zero: lowest compared OMol25 entry of this formula, charge and spin) in eV
5.583; 6.980; 2.540; 2.954; 0.805; 2.624; 0.035; 2.804; 2.301; 3.741; 0.117; 0.000
(order as listed above)